Record 1
54
Properties=species:S:1:pos:R:3:nbo_charge:R:1 method="wB97M-V/def2-TZVPD" energy_ev=-69991.4380 homo_lumo_gap_ev=9.10 lumo_energy_ev=-1.63 smiles="CC[C@@H](Cl)C1=C(S(C)(=O)=O)C(=O)OC1=O.O=C1OCCO1.O=C1OCCO1.O=C1OCCO1"
C -2.3913 -1.0574 -0.2602 -0.615
C -1.6264 0.2537 -0.3897 -0.408
C -0.7245 0.5342 0.8221 -0.234
Cl 0.0471 -0.9244 1.5157 -0.010
C 0.3680 1.5101 0.5314 0.053
C 1.5577 1.4436 -0.0743 -0.448
S 2.3045 0.1626 -1.0552 2.208
C 2.9196 1.1154 -2.4062 -0.892
O 1.2458 -0.6828 -1.5336 -0.933
O 3.4131 -0.3941 -0.3374 -0.905
C 2.3704 2.6278 0.3436 0.771
O 3.5266 2.8530 0.2222 -0.483
O 1.5231 3.4779 1.0640 -0.498
C 0.2643 2.9604 0.9288 0.764
O -0.7305 3.6047 0.7923 -0.506
H -2.8079 -1.1840 0.7401 0.218
H -1.7623 -1.9124 -0.4925 0.241
H -3.2219 -1.0642 -0.9669 0.216
H -1.0067 0.2454 -1.2841 0.225
H -2.3447 1.0762 -0.4209 0.218
H -1.3169 0.9350 1.6424 0.240
H 2.1254 1.7431 -2.8062 0.249
H 3.2324 0.3864 -3.1538 0.257
H 3.7723 1.7030 -2.0753 0.270
C 1.8074 -2.8416 -4.1543 -0.100
C 1.7618 -4.3459 -3.9479 -0.098
O 0.6460 -4.4917 -3.0664 -0.495
C -0.1604 -3.4107 -3.2056 0.975
O -1.2337 -3.3017 -2.7136 -0.575
O 0.4407 -2.4714 -3.9697 -0.485
H 2.1355 -2.5424 -5.1461 0.201
H 2.4091 -2.3384 -3.3948 0.190
H 1.5512 -4.8845 -4.8735 0.185
H 2.6519 -4.7559 -3.4794 0.205
C -0.6430 5.8346 3.2826 -0.099
C -0.6057 6.6735 2.0241 -0.103
O -1.3829 7.8149 2.4021 -0.492
C -1.3490 7.9308 3.7504 0.966
O -1.7500 8.8642 4.3625 -0.569
O -0.7937 6.8251 4.3031 -0.492
H 0.2656 5.2627 3.4516 0.202
H -1.5063 5.1674 3.3048 0.187
H 0.4019 7.0048 1.7665 0.183
H -1.0557 6.1787 1.1697 0.216
C -1.4694 -6.1030 1.9881 -0.100
C -1.0913 -5.2979 0.7559 -0.099
O -1.6569 -4.0199 1.0544 -0.489
C -1.7891 -3.9016 2.3940 0.970
O -2.0665 -2.8938 2.9560 -0.576
O -1.5533 -5.0915 2.9975 -0.492
H -0.7304 -6.8447 2.2776 0.203
H -2.4471 -6.5775 1.8885 0.185
H -0.0113 -5.1837 0.6481 0.186
H -1.5127 -5.6723 -0.1724 0.213

---

Record 2
44
Properties=species:S:1:pos:R:3:nbo_charge:R:1 method="wB97M-V/def2-TZVPD" total_charge=+1 energy_ev=-46707.9010 homo_lumo_gap_ev=6.16 relative_energy_kcal_mol=0.0 lumo_energy_ev=-5.97
O 0.0213 -2.1546 0.2095 -0.607
C 0.7169 -1.7571 -0.7257 0.685
C 0.4029 -1.6961 -2.1718 -0.079
C 1.5202 -1.2414 -2.8540 -0.146
C 1.5300 -1.1348 -4.2381 -0.147
C 0.3519 -1.4832 -4.9204 -0.183
C -0.7937 -1.9094 -4.2191 -0.187
C -0.7775 -2.0239 -2.8214 -0.195
C 2.5735 -0.8936 -1.8664 0.683
O 3.6663 -0.3824 -2.0309 -0.522
N 2.0185 -1.2721 -0.6260 -0.473
C 2.6748 -1.0247 0.6597 -0.229
C 2.3345 0.3524 1.1837 -0.051
C 3.1730 0.7731 2.3924 -0.410
C 2.2762 1.7754 3.1266 -0.419
C 0.8497 1.5622 2.5798 -0.227
N 0.9268 0.5390 1.5185 -0.614
H 2.4360 -0.8019 -4.7411 0.245
H 0.3171 -1.4212 -6.0094 0.234
H -1.7018 -2.1558 -4.7717 0.230
H -1.6264 -2.3542 -2.2251 0.231
H 2.3322 -1.8074 1.3459 0.236
H 3.7510 -1.0969 0.4794 0.244
H 2.5377 1.0665 0.3613 0.185
H 3.4244 -0.0987 3.0132 0.216
H 4.0948 1.2337 2.0158 0.237
H 2.3214 1.6477 4.2085 0.231
H 2.5915 2.7903 2.8668 0.220
H 0.1516 1.2310 3.3589 0.184
H 0.4343 2.5031 2.1802 0.194
H 0.4734 0.8809 0.6662 0.354
C -4.4189 1.4225 0.8506 -0.441
C -4.1754 0.4086 1.9546 -0.500
S -2.5006 0.4429 2.6939 0.432
C -1.5342 0.2240 1.3292 -0.332
S -1.7054 1.2735 0.0117 0.391
C -3.5019 1.2190 -0.3444 -0.495
H -5.4470 1.2780 0.5009 0.251
H -4.3448 2.4453 1.2320 0.235
H -4.8079 0.6232 2.8267 0.266
H -4.3496 -0.6107 1.5871 0.243
H -0.8899 -0.6514 1.3058 0.323
H -3.6912 0.2478 -0.8199 0.243
H -3.6358 2.0314 -1.0735 0.266

---

Record 3
45
Properties=species:S:1:pos:R:3:nbo_charge:R:1 method="wB97M-V/def2-TZVPD" energy_ev=-39418.3058 homo_lumo_gap_ev=7.87 relative_energy_kcal_mol=42.9 lumo_energy_ev=-0.80 smiles="CCN(CC)CCNS(=O)(=O)c1ccc2c3c(cccc13)C(=O)N2"
C -2.2593 3.2960 0.0858 -0.604
H -2.8550 4.2054 0.0734 0.211
H -2.7077 2.5785 -0.5967 0.207
H -2.2871 2.8785 1.0893 0.197
C -0.8223 3.6091 -0.3276 -0.221
N -0.0274 2.3899 -0.4079 -0.483
C -0.0665 1.7572 -1.7138 -0.205
C 0.7371 2.4448 -2.8239 -0.636
H 1.7990 2.4409 -2.5908 0.204
H 0.5872 1.9124 -3.7593 0.217
H 0.4173 3.4747 -2.9631 0.203
H -1.1153 1.6935 -2.0130 0.196
H 0.3055 0.7359 -1.5958 0.195
C 1.3082 2.4847 0.1537 -0.232
H 1.8786 3.3470 -0.2286 0.178
C 1.2563 2.5767 1.6888 -0.245
N 0.2993 1.6746 2.2781 -0.857
S 0.7897 0.1270 2.6383 2.323
O 2.1305 0.2034 3.1374 -0.945
O -0.2349 -0.4355 3.4667 -0.935
C 0.8004 -0.7594 1.0805 -0.374
C 1.9994 -1.1437 0.5392 -0.147
C 2.1142 -1.8020 -0.7038 -0.295
C 0.9531 -2.0530 -1.3894 0.282
C -0.2776 -1.6557 -0.8210 -0.110
C -0.4176 -1.0148 0.4109 0.037
C -1.7427 -0.7130 0.7895 -0.180
C -2.7882 -1.0322 -0.0490 -0.208
C -2.6151 -1.6617 -1.2965 -0.133
C -1.3364 -1.9824 -1.6803 -0.139
C -0.7157 -2.6310 -2.8653 0.664
O -1.2181 -3.0750 -3.8676 -0.554
N 0.6537 -2.6311 -2.6059 -0.623
H 1.3255 -3.0252 -3.2449 0.422
H -3.4663 -1.8876 -1.9198 0.231
H -3.7944 -0.7930 0.2629 0.223
H -1.9263 -0.2643 1.7533 0.240
H 3.0851 -2.0825 -1.0803 0.226
H 2.8903 -0.9227 1.1077 0.250
H -0.5757 1.6779 1.7727 0.408
H 0.9961 3.5916 2.0053 0.197
H 2.2277 2.3221 2.1146 0.239
H 1.8407 1.5722 -0.1260 0.205
H -0.8338 4.1447 -1.2867 0.179
H -0.3794 4.2774 0.4121 0.195

---

Record 4
46
Properties=species:S:1:pos:R:3:nbo_charge:R:1 method="wB97M-V/def2-TZVPD" energy_ev=-41464.9112 homo_lumo_gap_ev=9.22 relative_energy_kcal_mol=63.9 lumo_energy_ev=0.66 smiles="COc1ccc(Cc2nnc(SCC(=O)NC[C@@H]3CCCO3)o2)cc1"
C 0.5494 2.4516 4.9906 -0.253
H 1.6286 2.2883 4.9065 0.176
O -0.1339 1.2536 5.2710 -0.490
C -0.0656 0.2390 4.3677 0.293
C -0.7710 -0.9191 4.6984 -0.251
C -0.7719 -2.0053 3.8492 -0.182
C -0.0608 -1.9692 2.6568 -0.056
C 0.6388 -0.8173 2.3286 -0.198
C 0.6407 0.2812 3.1697 -0.254
H 1.1907 1.1600 2.8741 0.217
H 1.1836 -0.7705 1.3968 0.225
C -0.0614 -3.1494 1.7076 -0.476
C -0.5306 -2.6783 0.3875 0.486
N 0.1928 -2.2748 -0.6000 -0.303
N -0.6446 -1.8200 -1.5587 -0.386
C -1.8519 -1.9770 -1.0987 0.300
S -3.3300 -1.5753 -1.8829 0.320
C -2.6662 -0.9445 -3.4648 -0.607
H -1.8109 -1.5654 -3.7255 0.258
H -3.4728 -1.0691 -4.1857 0.258
C -2.2900 0.5379 -3.3962 0.661
O -2.9319 1.3842 -3.9801 -0.623
N -1.1973 0.7844 -2.6610 -0.642
C -0.6954 2.1166 -2.4261 -0.235
H -1.1236 2.5204 -1.5008 0.200
H -1.0018 2.7509 -3.2612 0.228
C 0.8292 2.0976 -2.2880 0.096
H 1.1662 3.1299 -2.1053 0.175
O 1.1959 1.3099 -1.1603 -0.547
C 2.1916 0.3621 -1.5252 -0.074
H 2.9344 0.3303 -0.7237 0.181
C 2.7704 0.8371 -2.8569 -0.427
H 3.1715 0.0169 -3.4467 0.219
H 3.5576 1.5731 -2.6874 0.201
C 1.5555 1.5009 -3.4992 -0.435
H 1.8183 2.2616 -4.2304 0.221
H 0.9227 0.7524 -3.9774 0.212
H 1.7354 -0.6305 -1.6226 0.188
H -0.7124 0.0236 -2.1949 0.433
O -1.8579 -2.5212 0.1325 -0.410
H 0.9492 -3.5434 1.5888 0.251
H -0.7244 -3.9317 2.0772 0.237
H -1.3286 -2.8908 4.1194 0.210
H -1.3167 -0.9394 5.6282 0.225
H 0.1797 2.9202 4.0730 0.178
H 0.3498 3.1085 5.8358 0.201